Computed, not measured: C7H12O2 as an isolated structure, with ωB97M-V/def2-TZVPD.

Properties
M: 128.17 g mol⁻¹
relative energy (zero: lowest compared OMol25 entry of this formula, charge and spin): 490.9 kJ/mol
strongest force on any atom: 3.9 eV Å⁻¹
HOMO level: -9.5 eV

Structure (ORCA input):
```
! RIJCOSX wB97M-V def2-TZVPD def2/J DEFGRID3
* xyz 0 1
C -1.3322 -0.0848 0.2198
C -0.5742 -1.4318 -0.4053
C 0.7756 -1.9657 0.2627
C 1.2734 0.0064 0.0241
C 1.7274 1.4788 -0.1917
C 0.2400 2.0276 -0.0500
C -0.9495 1.3902 0.0732
H -2.8835 0.1416 -1.0669
H -1.2657 -0.3483 1.3111
H -0.5484 -1.5435 -1.4842
H -1.3092 -2.2061 -0.0567
H 0.8536 -3.0788 -0.0409
H 0.5980 -1.5916 1.3566
H 0.9456 -0.1127 1.1654
H 0.4367 0.0733 -0.6495
H 2.3470 1.9367 0.6824
H 2.1365 1.6676 -1.1920
H 0.2282 3.0984 -0.0282
H -1.8540 2.0022 0.3483
O -2.7257 -0.2688 -0.0901
O 1.8803 -1.1907 -0.1884
*
```